No. 1
CH2N2S4 in the gas phase. Source: the Open Molecules 2025 dataset; level of theory: the ωB97M-V functional and the def2-TZVPD basis.

Each line ends with the natural charge from an NBO analysis.
CARTESIAN COORDINATES (ANGSTROEM)
S: -0.9803 -1.2867 -0.3569  0.83
H: 0.9495 -1.0566 -1.7143  0.43
C: 1.4165 -0.2270 0.0885  -0.20
S: 0.8528 0.1511 1.6190  0.27
N: -1.5620 -0.0838 0.4855  -0.87
S: -1.6879 1.4929 0.0644  0.34
N: 0.5346 -0.7118 -0.8587  -0.82
S: 2.9998 -0.0705 -0.4057  -0.09
H: -2.5231 1.7926 1.0782  0.12

Results
Molecular weight ... 170.3 Da
HOMO (alpha / beta) ... -8.2002 / -8.6549 eV
E_tot ... -47387.219 eV
Orbital gap (alpha / beta) ... 5.73 / 6.96 eV
F_max ... 1.7 eV/Å

***

No. 2
A molecular structure, C5H8N2. Source: the Open Molecules 2025 dataset; level of theory: the ωB97M-V functional and the def2-TZVPD basis.

Each line ends with the natural charge from an NBO analysis.
CARTESIAN COORDINATES (ANGSTROEM)
C: 0.1997 1.6816 -1.7948  -0.03
N: -0.2024 -0.3675 -1.0232  -0.56
H: -0.0134 -1.7482 2.6999  0.22
H: -0.7854 -1.6325 1.3576  0.17
H: 0.6766 0.7931 1.8347  0.24
H: -0.2016 -0.1141 -3.0617  0.20
H: 0.5619 2.7640 -2.5397  0.21
C: 0.0019 -1.3421 1.6210  -0.56
H: 0.7460 -1.9179 1.0763  0.20
H: -0.2456 -1.5383 -0.8567  0.44
H: -0.7612 0.5155 2.0143  0.24
C: -0.0753 0.1499 1.3732  -0.48
N: 0.2759 1.7807 -0.4273  -0.50
C: -0.0308 0.5183 -0.0123  0.37
C: -0.1464 0.4575 -2.2614  -0.16

Results
Molecular weight ... 96.1 Da
HOMO ... -8.5014 eV
E_tot ... -8291.104 eV
Orbital gap ... 9.19 eV
F_max ... 13.6 eV/Å

***

No. 3
6 unconnected molecules or ions with the total composition C18H42F6N10O9P2S2. Source: the Open Molecules 2025 dataset; level of theory: the ωB97M-V functional and the def2-TZVPD basis.

Each line ends with the Mulliken charge.
CARTESIAN COORDINATES (ANGSTROEM)
H: 2.6523 -0.4760 0.0245  -0.25
C: 2.7803 2.2954 0.4975  -0.52
C: -0.8589 4.4252 2.7929  0.57
H: -1.8507 2.6162 -4.1326  0.41
H: -2.3526 -1.1572 -1.7515  -0.08
C: -5.4826 -4.1016 0.7825  -1.05
C: -2.9106 -1.9425 -2.2655  -0.79
F: -0.2152 3.7934 1.7918  -0.14
F: -2.6524 4.0489 -2.3889  -0.24
H: -3.7737 -1.4384 -2.7118  0.34
C: 2.4198 0.4892 -3.1440  0.20
O: -4.0532 6.2665 -0.1050  -0.60
H: 5.8675 -2.2062 1.8652  0.30
C: 5.1310 2.1897 -0.2909  -1.13
H: 4.1568 1.8731 4.0874  0.33
H: -0.3544 -5.4537 0.2496  0.30
H: 1.3947 0.2757 1.9876  0.61
O: 5.9066 0.8424 2.3991  -0.86
F: -1.7280 5.9122 -1.7239  -0.23
C: -3.5973 -4.6830 2.1915  -1.14
H: -2.2265 -2.3373 -3.0254  0.39
H: 4.5780 2.5064 -1.1764  0.45
O: -2.0409 1.3149 -0.5937  -0.65
H: 5.7998 1.3950 -0.6236  0.29
C: 3.5304 -1.0955 -0.1550  -0.70
H: -4.9103 -4.1224 -2.4030  0.27
H: -3.6258 -3.9546 3.0053  0.31
C: -0.9003 2.3411 -3.6811  -0.33
N: -1.0479 0.8217 -0.0104  0.72
C: 5.7207 -1.7445 0.8821  -1.13
H: -0.5325 1.5111 -4.2860  0.37
S: -3.6586 4.8804 -0.0973  1.08
C: 3.1576 1.5242 3.8232  -0.92
H: -3.3221 -4.3372 -3.1112  0.36
N: 1.4998 -1.6166 -4.4011  -0.58
F: 0.0469 5.1878 3.4270  -0.24
H: 2.5446 1.2520 4.6808  0.33
N: 4.1171 1.7415 0.6834  0.56
N: -3.3257 -3.0892 -1.4635  0.53
H: 5.6898 3.0213 0.1367  0.24
N: -3.1008 4.2701 1.3466  -0.36
H: 2.2342 2.4441 1.4271  -0.30
C: -2.1659 4.7276 -1.3445  0.50
H: -1.0441 2.1519 -2.6168  -0.19
H: -0.0803 -2.5047 -0.7954  0.40
N: 3.3056 0.4546 2.8462  0.22
N: 4.5258 -0.8809 0.8889  0.42
C: 0.0755 3.4211 -3.8418  0.40
H: 1.9649 1.3676 -3.6031  0.12
F: -1.3333 3.4736 3.5940  -0.21
H: -5.7548 -3.7260 -0.2062  0.31
H: -4.1188 -5.6175 2.4175  0.38
C: 2.1040 -0.3051 2.5908  -1.23
P: 4.5999 0.5661 1.7622  0.13
H: -0.4241 -1.8540 0.7730  0.18
O: -0.1027 0.3250 -0.7097  -0.34
H: -3.6278 -5.1500 -1.6044  0.35
H: 2.8245 3.2994 0.0726  0.59
O: -3.2537 -1.6362 0.7606  -0.85
N: -1.4849 -3.6711 0.3446  0.48
O: -1.5612 6.3747 1.1580  -0.61
F: -1.1556 4.0330 -0.8497  -0.08
H: 2.6548 2.3930 3.3741  0.26
H: 1.5966 -0.6170 3.5057  0.43
H: 6.5851 -1.0950 0.7469  0.31
S: -2.2598 5.4376 2.0247  0.93
H: -2.1162 -5.6066 0.0490  0.41
C: -3.8468 -4.2350 -2.1515  -1.16
H: 5.5553 -2.5882 0.2167  0.38
H: -1.1419 -5.0451 -1.2786  0.28
C: -1.2419 -4.9922 -0.1858  -1.17
H: 2.3220 -1.2148 2.0320  0.18
H: 3.4873 0.6221 -3.3058  0.41
H: 3.9020 -0.7398 -1.1262  0.47
H: 2.0979 0.3609 -2.1099  -0.47
H: 3.2603 -2.1475 -0.2285  0.45
H: -2.5760 -5.0601 2.0931  0.34
H: 2.2032 1.6426 -0.1629  0.16
O: -1.0029 0.7785 1.2390  -0.70
P: -3.0388 -2.9695 0.2140  0.23
N: -4.0459 -4.1055 0.9332  0.43
N: 0.8630 4.2540 -3.9328  -0.60
H: -5.9590 -3.4784 1.5443  0.33
C: -0.3379 -2.7984 0.2310  -1.02
H: -5.8979 -5.1134 0.7983  0.32
H: 0.5848 -3.2446 0.6220  0.32
C: 1.9100 -0.6979 -3.8479  0.25
O: -4.5906 3.9100 -0.6204  -0.69
O: -2.9666 6.0179 3.1497  -0.70

Results
Molecular weight ... 782.7 Da
HOMO ... -3.1991 eV
E_tot ... -109228.775 eV
Total charge ... -2
Orbital gap ... 7.05 eV
F_max ... 2.8 eV/Å

***

No. 4
2 unconnected molecules or ions with the total composition C2H5O2Si. Source: the Open Molecules 2025 dataset; level of theory: the ωB97M-V functional and the def2-TZVPD basis.

Each line ends with the natural charge from an NBO analysis.
CARTESIAN COORDINATES (ANGSTROEM)
C: 1.6501 -0.4891 -0.8749  -1.22
H: 1.5443 0.2168 -1.7759  0.24
H: 2.0650 -1.4198 -1.2574  0.23
C: -2.8404 0.6473 0.6157  0.64
O: -2.9713 1.8009 0.2142  -0.77
H: -3.7981 0.2538 1.2687  -0.04
Si: 2.6771 0.2868 0.5076  0.75
H: 2.9929 -0.6500 1.6375  -0.31
O: -1.9505 -0.1771 0.2600  -0.82
H: 0.6308 -0.4696 -0.5954  0.31

Results
Molecular weight ... 89.1 Da
HOMO ... -4.0339 eV
E_tot ... -14126.259 eV
Total charge ... -1
Orbital gap ... 6.25 eV
F_max ... 2.3 eV/Å

***

No. 5
8 unconnected molecules or ions with the total composition H16O8. Source: the Open Molecules 2025 dataset; level of theory: the ωB97M-V functional and the def2-TZVPD basis.

Each line ends with the natural charge from an NBO analysis.
CARTESIAN COORDINATES (ANGSTROEM)
H: 2.4569 -0.9898 -0.6212  0.46
H: 0.5581 -0.9690 1.1834  0.47
H: 1.6761 -0.1376 -1.3958  0.46
O: -1.8187 2.1981 -3.1792  -0.94
H: 1.5178 -4.2553 -0.1547  0.46
H: -2.1974 2.2262 -2.2150  0.47
O: -4.6929 1.5368 -1.6238  -0.91
H: 0.8687 0.7565 5.8262  0.47
H: -0.1615 -0.0020 0.1678  0.47
O: 1.5799 -4.4153 -1.0852  -0.91
O: 0.2068 -0.8475 0.2829  -0.93
H: 1.1358 0.4636 4.2840  0.47
H: -1.5037 -2.7313 0.6980  0.46
O: -1.6836 -1.8540 0.9322  -0.91
H: 3.7116 3.2007 -1.1676  0.47
O: 2.3120 -0.1072 -0.6928  -0.92
H: -0.8713 1.9329 -3.1428  0.47
H: -4.5333 2.4795 -1.8312  0.46
O: 3.2155 3.2416 -0.3761  -0.93
H: -4.1885 1.5279 -0.8205  0.45
H: 0.8381 -4.9370 -1.1803  0.46
H: 2.3592 2.8243 -0.5612  0.47
H: -2.2597 -2.0640 1.6567  0.45
O: 1.4742 0.9222 5.0163  -0.94

Results
Molecular weight ... 144.1 Da
SMILES ... O.O.O.O.O.O.O.O
HOMO ... -9.7705 eV
E_tot ... -16637.098 eV
Orbital gap ... 9.58 eV
F_max ... 4.4 eV/Å

***

No. 6
C5H7BrO in the gas phase. Source: the Open Molecules 2025 dataset; level of theory: the ωB97M-V functional and the def2-TZVPD basis.

Each line ends with the natural charge from an NBO analysis.
CARTESIAN COORDINATES (ANGSTROEM)
C: -0.4734 -1.4100 0.2462  -0.17
C: -0.0511 -0.1142 0.2504  -0.30
H: -1.0124 -3.0826 -0.9667  0.21
H: -1.2314 -1.6309 -1.8780  0.22
C: -0.0398 0.8172 1.3562  0.11
H: 0.2670 -2.1367 -1.6015  0.22
O: 0.3650 2.0209 1.2371  -0.37
H: -0.9490 -1.9364 1.0170  0.20
H: 1.2252 3.6632 0.6575  0.18
Br: 1.5662 2.2772 -1.4269  0.00
H: 0.1629 0.3716 -0.6662  0.21
C: 1.0999 2.6627 0.4051  -0.02
C: -0.6237 -2.0730 -1.0706  -0.66
H: -0.3056 0.5712 2.4404  0.18

Results
Molecular weight ... 163.0 Da
HOMO (alpha / beta) ... -7.3825 / -7.0777 eV
E_tot ... -77383.884 eV
Orbital gap (alpha / beta) ... 7.65 / 7.46 eV
F_max ... 4.2 eV/Å